Record 1
Molecular formula: C6H12
Method: DFT, ωB97M-V/def2-TZVPD

Calculated values
- LUMO energy: 0.286 eV
- Total charge: 0
- E_HOMO: -5.8 eV
- DFT total energy: -6410.8918 eV
- Kohn-Sham gap: 6.13 eV
- ΔE to the lowest compared entry with this formula, charge and spin: 6.049 eV

Positions of all 18 atoms, in Å:
C  -0.114670  0.934173  1.038856
C  -0.188236  -0.040934  -0.155312
C  -1.509571  -0.081969  -0.702307
C  0.938038  -0.813062  -0.636670
C  0.853846  -2.268118  -0.409175
C  0.327804  2.322859  0.573322
H  -2.251457  0.692491  -0.528396
H  0.597322  0.508131  1.746398
H  1.760865  -2.812528  -0.708786
H  -1.106629  1.039176  1.515449
H  -0.425850  2.864886  -0.008373
H  -0.030827  -2.815252  -0.831686
H  1.273521  -0.393018  -1.592177
H  0.760843  -2.523780  0.667780
H  0.822203  2.875767  1.370934
H  -1.686518  -0.818606  -1.481887
H  -1.137587  -0.874722  0.310367
H  1.116903  2.204505  -0.168338

Cartesian forces (eV/Å) of the 3 atoms listed first:
C -0.4 -0.5 0.1
C 0.1 1.0 1.3
C 1.1 -1.0 -0.1

Record 2
Molecular formula: C4H12NO
Method: DFT, ωB97M-V/def2-TZVPD

Calculated values
- LUMO energy (spin up / spin down): -7.774 / -15.660 eV
- Spin multiplicity: 2
- Total charge: +2
- E_HOMO (spin up / spin down): -18.2 / -18.2 eV
- DFT total energy: -7857.5776 eV
- Kohn-Sham gap (spin up / spin down): 10.39 / 2.50 eV
- ΔE to the lowest compared entry with this formula, charge and spin: 2.676 eV

Positions of all 18 atoms, in Å:
O  -2.516094  1.000981  -2.676107
N  0.207286  0.108454  -0.614205
C  0.810528  -1.180973  -0.125182
C  1.495443  -0.787497  1.211130
C  -0.335401  0.746286  0.712234
C  0.512229  0.214099  1.822607
H  0.980919  0.694280  -0.934758
H  -0.610861  1.779569  0.525522
H  -1.251028  0.145880  0.857229
H  1.784494  -1.533074  1.972965
H  -0.158619  -0.278033  2.543022
H  -0.536816  0.138865  -1.333647
H  2.458872  -0.403438  0.834314
H  1.583846  -1.569866  -0.797643
H  -3.296566  0.456593  -2.630614
H  1.339607  0.905860  2.190888
H  0.061500  -1.980140  -0.091931
H  -2.529339  1.542156  -3.465824

Cartesian forces (eV/Å) of the 3 atoms listed first:
O 1.2 -0.1 1.0
N 0.7 0.9 1.7
C -0.3 -0.3 -2.1

Record 3
Molecular formula: C2H5NOS2
Method: DFT, ωB97M-V/def2-TZVPD

Calculated values
- LUMO energy (spin up / spin down): -2.670 / -2.669 eV
- Total charge: 0
- E_HOMO (spin up / spin down): -9.3 / -9.3 eV
- DFT total energy: -27359.0685 eV
- Kohn-Sham gap (spin up / spin down): 6.66 / 6.66 eV
- ΔE to the lowest compared entry with this formula, charge and spin: 3.988 eV

Positions of all 11 atoms, in Å:
S  -1.691456  1.405387  0.564325
S  0.163101  -2.471123  1.118204
O  0.912431  0.755906  -1.713287
N  0.300236  -0.228720  -0.022051
C  0.640256  -0.330981  -1.248744
C  0.071031  0.948345  0.789251
H  -0.887832  -2.924628  0.506239
H  0.824306  1.765410  0.431778
H  0.806599  -1.319905  -1.635152
H  0.111679  0.612963  1.802917
H  -1.250352  1.787344  -0.593480

Cartesian forces (eV/Å) of the 3 atoms listed first:
S 0.5 0.3 0.7
S 1.3 3.2 -0.6
O 0.1 1.1 -2.5

Record 4
Molecular formula: Cl2H2NP
Method: DFT, ωB97M-V/def2-TZVPD

Calculated values
- LUMO energy: -0.929 eV
- Total charge: 0
- E_HOMO: -10.2 eV
- DFT total energy: -35855.9515 eV
- Kohn-Sham gap: 9.30 eV
- ΔE to the lowest compared entry with this formula, charge and spin: 1.724 eV
- SMILES: [H]/N=P/Cl.Cl

Positions of all 6 atoms, in Å:
Cl  0.155506  -3.944812  0.529672
Cl  1.159682  1.852720  -0.218991
P  -1.358659  -2.680964  0.473080
N  -0.627558  -1.314815  0.696506
H  0.426574  0.838203  0.451715
H  -1.007380  -0.471214  0.275612

Cartesian forces (eV/Å) of the 3 atoms listed first:
Cl 0.9 -1.2 0.4
Cl -1.6 -2.1 1.4
P -0.2 2.1 -0.1

Record 5
Molecular formula: C31H36HfN10O2S2
Method: DFT, ωB97M-V/def2-TZVPD

Calculated values
- LUMO energy: -6.143 eV
- Total charge: +2
- E_HOMO: -13.4 eV
- DFT total energy: -74699.4551 eV
- Kohn-Sham gap: 7.28 eV
- ΔE to the lowest compared entry with this formula, charge and spin: 0.752 eV

Positions of all 82 atoms, in Å:
Hf  -0.884082  0.493507  -1.083883
S  0.283018  2.791907  -0.385983
S  -2.842982  2.141507  -1.837883
O  -0.098082  -1.460293  2.443917
O  1.227818  0.146007  -1.507383
N  0.083918  4.684307  1.415717
N  0.267118  -0.569393  0.384117
N  -0.782482  0.707807  -3.260983
N  -2.771382  -0.955393  -0.640983
N  -1.988882  1.065607  1.118017
N  -0.940982  1.963307  -3.731183
N  2.241118  -1.458293  -0.149083
N  -0.569682  -1.723593  -2.242283
N  -2.026482  3.956407  -3.596083
N  -1.884382  4.223407  0.262317
C  0.880618  -5.449393  2.324917
C  5.156118  -2.150393  3.217417
C  0.250918  6.395107  3.087017
C  -0.215382  -0.174393  -4.034883
C  0.277118  0.153007  -5.398183
C  -1.925582  5.853807  1.939117
C  3.297518  -0.275593  2.383217
C  5.348218  -0.811693  3.508217
C  1.135718  -4.089793  2.300217
C  -4.027882  5.284507  0.641417
C  1.955318  -2.012893  1.179217
C  1.982618  -4.288093  0.057517
C  4.418118  0.125307  3.088117
C  -1.829382  2.714407  -3.148383
C  1.733518  -5.651793  0.094417
C  -0.557682  3.979807  0.508517
C  0.607718  -1.336993  1.473617
C  -0.495582  -2.955393  -1.736283
C  1.685918  -3.505593  1.164017
C  -0.028282  -4.052393  -2.439883
C  -2.844082  -0.035993  1.611217
C  0.445518  -2.574393  -4.249883
C  -2.587882  5.141607  0.969817
C  1.301018  -0.587293  -0.488083
C  4.034918  -2.557793  2.516417
C  -0.543782  5.617207  2.115717
C  1.181018  -6.235693  1.222917
C  3.104918  -1.620593  2.090517
C  0.451118  -3.856893  -3.727783
C  -3.688182  -0.549793  0.449717
C  -0.093982  -1.527293  -3.495183
H  0.989918  -7.298793  1.250117
H  1.331218  -0.109093  -5.485583
H  -2.355982  3.705407  -0.497983
H  0.154818  1.217907  -5.570283
H  -4.304082  -1.392393  0.784717
H  3.892618  -3.601093  2.288617
H  6.226818  -0.494993  4.048117
H  0.846518  -2.392393  -5.233983
H  0.573618  5.742407  3.897617
H  -2.819482  4.492607  -3.281983
H  -2.567982  1.908207  1.085517
H  -4.356282  0.231607  0.075917
H  -0.277382  -0.392493  -6.161083
H  1.985118  -6.255693  -0.764983
H  -0.027682  -5.025293  -1.976183
H  0.453018  -5.890793  3.210817
H  -3.489982  0.287707  2.436117
H  -4.577182  4.402307  0.969717
H  -4.456682  6.158207  1.122617
H  2.424818  -3.839393  -0.821583
H  0.817118  -4.689393  -4.308783
H  0.913718  -3.470993  3.155917
H  -2.357082  -1.840493  -0.341483
H  -0.320682  7.220407  3.499917
H  -2.437682  6.591207  2.536117
H  5.881318  -2.880793  3.536617
H  4.567618  1.170707  3.307917
H  -2.184982  -0.828093  1.980417
H  -3.327382  -1.163893  -1.474383
H  -4.171982  5.359907  -0.434183
H  -0.809782  -3.087193  -0.705583
H  3.153218  -1.502093  -0.575583
H  1.158118  6.764407  2.612217
H  2.575818  0.455207  2.041117
H  -1.562582  4.250007  -4.442183
H  -1.264382  1.225707  1.822617

Cartesian forces (eV/Å) of the 3 atoms listed first:
Hf -1.7 0.8 1.2
S 0.8 -0.6 -0.4
S -0.3 -0.5 0.0

Record 6
Molecular formula: C4H6NO2
Method: DFT, ωB97M-V/def2-TZVPD

Calculated values
- LUMO energy: 3.724 eV
- Total charge: -1
- E_HOMO: -1.5 eV
- DFT total energy: -9826.5078 eV
- Kohn-Sham gap: 5.26 eV
- ΔE to the lowest compared entry with this formula, charge and spin: 5.175 eV
- SMILES: C=C1[C@H](O)CN1[O-]

Positions of all 13 atoms, in Å:
O  -2.003938  -0.460961  0.563201
O  2.393322  -0.398417  0.228439
N  1.224332  -0.252727  -0.316284
C  -0.960609  -0.370147  -0.352050
C  0.328116  0.728670  -0.260188
C  0.421948  2.063454  -0.013563
C  0.245633  -1.391716  -0.331218
H  -1.500305  -0.500601  -1.322490
H  -1.793208  -0.282573  1.557364
H  0.400190  -2.026462  0.625262
H  1.405008  2.408512  0.340136
H  0.315832  -1.969582  -1.193793
H  -0.476317  2.452553  0.475179

Cartesian forces (eV/Å) of the 3 atoms listed first:
O -0.2 0.6 3.2
O 1.6 0.5 0.1
N -2.5 -2.1 -0.3

Among the records above, which one has the highest ΔE to the lowest compared entry with this formula, charge and spin? C6H12

Repeat the sixth record exactly.
Molecular formula: C4H6NO2
Method: DFT, ωB97M-V/def2-TZVPD

Calculated values
- LUMO energy: 3.724 eV
- Total charge: -1
- E_HOMO: -1.5 eV
- DFT total energy: -9826.5078 eV
- Kohn-Sham gap: 5.26 eV
- ΔE to the lowest compared entry with this formula, charge and spin: 5.175 eV
- SMILES: C=C1[C@H](O)CN1[O-]

Positions of all 13 atoms, in Å:
O  -2.003938  -0.460961  0.563201
O  2.393322  -0.398417  0.228439
N  1.224332  -0.252727  -0.316284
C  -0.960609  -0.370147  -0.352050
C  0.328116  0.728670  -0.260188
C  0.421948  2.063454  -0.013563
C  0.245633  -1.391716  -0.331218
H  -1.500305  -0.500601  -1.322490
H  -1.793208  -0.282573  1.557364
H  0.400190  -2.026462  0.625262
H  1.405008  2.408512  0.340136
H  0.315832  -1.969582  -1.193793
H  -0.476317  2.452553  0.475179

Cartesian forces (eV/Å) of the 3 atoms listed first:
O -0.2 0.6 3.2
O 1.6 0.5 0.1
N -2.5 -2.1 -0.3